{"formula": "C44H66O32", "method": "ωB97M-V with the def2-TZVPD basis set", "energy_ha": -4124.0507, "multiplicity": 1, "max_force_ev_per_a": 4.2, "mol_weight_da": 1106.98, "orbital_gap_ha": 0.395, "homo_energy_ev": -10.363, "e_lumo_ev": 0.4, "total_charge": 0, "elements": ["O", "C", "O", "C", "C", "C", "H", "H", "H", "H", "H", "H", "C", "C", "C", "O", "C", "O", "O", "H", "H", "H", "H", "H", "H", "C", "C", "C", "O", "C", "O", "O", "H", "H", "H", "H", "H", "H", "C", "C", "C", "O", "C", "O", "O", "H", "H", "H", "H", "H", "H", "C", "C", "C", "O", "C", "O", "O", "H", "H", "H", "H", "H", "H", "C", "C", "C", "O", "C", "O", "O", "H", "H", "H", "H", "H", "H", "C", "C", "C", "O", "C", "O", "O", "H", "H", "H", "H", "H", "H", "C", "C", "C", "O", "C", "O", "O", "H", "H", "H", "H", "H", "H", "C", "C", "C", "O", "C", "O", "O", "H", "H", "H", "H", "H", "H", "C", "C", "C", "O", "C", "O", "O", "H", "H", "H", "H", "H", "H", "C", "C", "C", "O", "C", "O", "O", "H", "H", "H", "H", "H", "H"], "coordinates": [[-0.90, -0.04, -3.50], [-0.05, -0.53, -2.77], [0.93, -1.42, -3.16], [1.70, -1.90, -2.04], [1.52, -0.84, -1.00], [0.08, -0.41, -1.20], [2.69, -2.02, -2.44], [1.33, -2.85, -1.68], [2.19, 0.05, -1.06], [1.66, -1.31, 0.00], [-0.16, 0.57, -0.91], [-0.60, -1.14, -0.75], [-4.48, 1.73, -3.47], [-4.67, 0.99, -2.16], [-3.42, 0.63, -1.48], [-3.66, 1.03, -0.13], [-4.74, 1.82, -0.03], [-5.11, 2.38, 0.97], [-5.33, 1.89, -1.23], [-5.40, 2.18, -3.87], [-4.16, 1.08, -4.25], [-3.77, 2.57, -3.38], [-5.31, 0.10, -2.24], [-2.54, 1.22, -1.83], [-3.23, -0.45, -1.54], [-2.56, -5.82, 0.90], [-2.39, -4.44, 0.41], [-2.15, -4.32, -1.15], [-2.88, -3.16, -1.47], [-3.69, -2.85, -0.40], [-4.53, -2.00, -0.47], [-3.55, -3.68, 0.58], [-2.70, -5.83, 1.99], [-1.62, -6.44, 0.76], [-3.37, -6.40, 0.51], [-1.52, -3.95, 0.87], [-2.73, -5.16, -1.61], [-1.14, -4.23, -1.43], [-3.87, 0.47, 3.94], [-2.68, -0.48, 3.80], [-2.83, -1.61, 2.76], [-1.49, -1.78, 2.29], [-0.72, -0.65, 2.55], [0.38, -0.38, 2.17], [-1.51, 0.25, 3.23], [-3.73, 1.29, 4.65], [-4.71, -0.13, 4.25], [-4.10, 0.99, 3.03], [-2.32, -0.96, 4.71], [-3.36, -1.32, 1.84], [-3.20, -2.55, 3.13], [-2.14, 3.78, 1.55], [-1.80, 4.33, 2.90], [-2.70, 3.95, 4.06], [-1.86, 3.54, 5.06], [-0.55, 3.50, 4.63], [0.33, 3.12, 5.34], [-0.51, 3.92, 3.35], [-1.58, 4.31, 0.76], [-3.18, 4.04, 1.33], [-2.06, 2.70, 1.52], [-1.70, 5.44, 2.86], [-3.32, 3.12, 3.76], [-3.25, 4.85, 4.36], [2.73, 0.83, 5.85], [1.85, -0.13, 6.54], [0.42, -0.10, 6.13], [0.03, -1.47, 6.23], [1.13, -2.26, 6.09], [1.09, -3.42, 5.85], [2.23, -1.47, 6.20], [2.67, 0.55, 4.76], [3.70, 0.65, 6.17], [2.38, 1.85, 5.89], [1.82, -0.03, 7.62], [0.34, 0.23, 5.13], [-0.24, 0.46, 6.80], [1.85, 2.22, 1.66], [2.44, 3.63, 1.76], [3.47, 3.93, 0.62], [2.85, 5.06, -0.13], [1.74, 5.45, 0.52], [1.02, 6.35, 0.18], [1.51, 4.67, 1.61], [1.12, 2.18, 0.83], [1.44, 1.83, 2.61], [2.66, 1.57, 1.61], [2.96, 3.78, 2.71], [3.62, 3.12, -0.11], [4.40, 4.30, 0.97], [4.74, -0.11, -4.07], [5.63, -0.25, -2.84], [5.49, 0.89, -1.83], [5.50, 0.15, -0.57], [5.44, -1.20, -0.80], [5.37, -1.98, 0.04], [5.42, -1.47, -2.11], [5.15, -0.71, -4.88], [4.63, 0.91, -4.35], [3.73, -0.35, -3.90], [6.62, -0.22, -3.22], [4.52, 1.40, -1.92], [6.36, 1.52, -1.75], [0.87, 5.87, -2.90], [0.21, 4.54, -2.81], [0.30, 3.70, -4.05], [1.59, 3.11, -3.80], [1.76, 2.92, -2.47], [2.56, 2.15, -2.06], [0.86, 3.73, -1.83], [1.94, 5.80, -2.65], [0.41, 6.49, -2.16], [0.74, 6.30, -3.88], [-0.82, 4.62, -2.56], [0.25, 4.34, -4.89], [-0.45, 2.85, -4.10], [2.45, -5.31, 3.85], [1.89, -4.26, 2.92], [2.92, -3.47, 2.10], [2.58, -3.68, 0.75], [1.46, -4.35, 0.64], [0.78, -4.48, -0.32], [1.11, -4.91, 1.84], [3.00, -4.76, 4.64], [3.18, -5.98, 3.46], [1.63, -5.89, 4.28], [1.20, -3.59, 3.40], [3.95, -3.78, 2.27], [2.95, -2.35, 2.22], [-2.98, -2.09, -6.31], [-2.00, -2.37, -7.48], [-0.61, -1.80, -7.35], [0.25, -2.96, -7.13], [-0.49, -4.09, -7.42], [-0.03, -5.16, -7.41], [-1.78, -3.79, -7.64], [-2.55, -2.47, -5.38], [-3.87, -2.72, -6.55], [-3.13, -1.02, -6.26], [-2.47, -1.95, -8.32], [-0.47, -1.12, -6.53], [-0.31, -1.26, -8.22]]}